Record 1
This record from the Open Molecules 2025 dataset describes a 2-piece molecular cluster, C12H24NO4 overall in a non-equilibrium geometry. The level of theory is ωB97M-V with the def2-TZVPD basis set.

The geometry in XYZ format:
```
41
Properties=species:S:1:pos:R:3:forces:R:3
C 1.600 0.489 0.777 0.3 0.3 1.2
C 1.861 1.885 1.453 1.6 -1.1 -0.2
O 1.545 2.979 0.615 -0.4 -0.3 0.3
C 0.215 2.899 0.184 -0.9 0.8 0.2
C -0.787 2.350 1.236 -1.0 -0.2 -2.0
C -2.203 2.335 0.552 -1.1 -0.5 1.1
C -3.222 1.851 1.673 0.4 0.3 0.5
C -3.594 0.354 1.363 1.7 1.1 1.6
N -2.568 0.002 0.309 -0.8 -0.4 -1.1
C -2.441 1.231 -0.527 -0.3 1.5 0.1
H 1.132 0.570 -0.215 0.2 -0.1 0.4
H 0.970 -0.093 1.473 0.2 0.0 -0.6
H 2.544 -0.070 0.691 -0.4 0.2 -0.2
H 1.412 1.945 2.465 -0.2 0.1 -0.6
H 2.950 1.944 1.634 -0.5 0.2 -0.1
H 0.087 2.333 -0.766 0.3 0.1 0.5
H -0.105 3.933 -0.058 0.2 -0.4 0.1
H -0.592 1.286 1.487 0.2 0.8 0.3
H -0.879 2.981 2.133 0.3 -0.3 -0.3
H -2.489 3.340 0.209 0.2 -0.5 -0.2
H -2.647 1.868 2.617 -0.3 -0.2 -0.4
H -4.053 2.537 1.910 0.1 -0.5 -0.7
H -3.276 -0.199 2.262 -0.8 -0.2 -0.5
H -4.612 0.120 1.034 0.5 0.1 -0.1
H -1.645 -0.292 0.639 -0.1 -0.4 0.2
H -3.000 -0.751 -0.230 0.7 -0.2 -0.1
H -3.449 1.327 -0.971 0.6 0.3 0.1
H -1.700 1.227 -1.338 -0.1 -0.7 0.5
C 3.888 -3.169 -1.980 0.2 0.2 0.4
C 2.487 -3.502 -1.521 0.8 -0.1 -0.5
C 1.432 -3.309 -2.575 0.0 -0.3 -0.4
O 0.272 -3.004 -1.789 0.0 0.3 0.4
C 0.708 -2.457 -0.631 0.6 -0.4 -0.4
O 0.004 -1.919 0.166 -0.7 0.3 0.2
O 2.046 -2.596 -0.496 -0.8 0.1 0.1
H 4.611 -3.410 -1.200 0.0 -0.1 -0.1
H 4.151 -3.728 -2.878 -0.1 0.0 0.0
H 3.988 -2.101 -2.183 -0.1 0.0 -0.1
H 2.457 -4.516 -1.111 -0.1 0.1 0.0
H 1.268 -4.203 -3.173 -0.2 0.0 0.1
H 1.635 -2.466 -3.241 0.1 0.0 0.1
```
Forces are in eV/Å.

Results
- Charge: +1
- Kohn-Sham gap: 9.73 eV
- M: 246.327 g/mol

Record 2
This record from the Open Molecules 2025 dataset describes C44H25BrMoN9 as an isolated structure in a non-equilibrium geometry. The level of theory is ωB97M-V with the def2-TZVPD basis set.

The geometry in XYZ format:
```
80
Properties=species:S:1:pos:R:3:forces:R:3
Mo -0.015 0.181 0.060 0.0 -0.7 -0.4
C -0.063 -0.036 -6.354 0.0 0.0 0.0
C -1.190 0.831 -6.350 0.0 0.0 0.0
C -1.666 1.359 -5.178 0.0 0.0 0.0
C -1.026 1.030 -3.970 -0.1 0.1 0.0
C -1.275 1.404 -2.619 -0.1 0.2 -0.1
N -0.337 0.785 -1.874 0.0 0.1 0.2
C 0.533 0.066 -2.630 0.1 -0.1 0.0
N 2.551 -1.271 -1.476 0.3 0.2 0.1
C 1.369 -1.957 -1.061 -0.4 0.3 -0.4
C 0.861 -3.226 -1.585 0.2 -0.2 0.1
C 1.048 -3.885 -2.790 0.0 0.0 0.0
C 0.397 -5.097 -2.976 0.0 0.0 0.0
C -0.412 -5.647 -1.978 0.0 0.0 0.0
C -0.590 -4.990 -0.768 0.0 0.0 0.0
C 0.059 -3.780 -0.583 -0.1 -0.1 0.1
C -0.005 -2.807 0.527 -0.1 -0.5 0.5
N -0.775 -2.904 1.596 0.2 0.0 -0.3
C -1.040 -1.786 2.282 0.1 0.0 0.2
N -0.957 -0.501 1.819 -0.1 -0.1 0.2
C -1.473 0.348 2.773 0.0 0.0 0.1
N -1.819 1.625 2.605 -0.1 0.0 -0.2
C -1.905 2.199 1.432 0.0 0.1 0.4
N -1.507 1.710 0.200 0.3 -0.3 -0.2
C -2.137 2.471 -0.789 0.0 -0.1 -0.1
N -2.119 2.320 -2.081 0.1 -0.1 0.0
C -2.869 3.561 -0.136 0.0 0.0 -0.1
C -3.632 4.595 -0.659 0.0 0.0 0.0
C -4.200 5.495 0.230 0.0 0.0 0.0
C -4.013 5.353 1.612 0.0 0.0 -0.1
C -3.262 4.309 2.128 0.0 0.0 0.0
C -2.683 3.421 1.232 0.0 -0.1 0.1
C -1.805 -0.419 3.942 0.0 0.2 -0.2
C -2.331 -0.067 5.190 0.0 0.0 0.1
C -2.572 -1.075 6.098 0.0 0.0 0.0
C -2.315 -2.426 5.783 0.0 0.0 0.0
C -1.809 -2.778 4.549 0.0 0.0 0.1
C -1.555 -1.761 3.629 0.0 -0.1 -0.2
N 0.787 -1.772 0.236 -0.6 1.0 -0.3
C 0.118 0.154 -3.970 0.1 0.0 0.1
C 0.588 -0.370 -5.198 0.0 0.0 0.0
H 0.285 -0.439 -7.297 0.0 0.0 0.0
H -1.674 1.074 -7.289 0.0 0.0 0.0
H -2.523 2.022 -5.170 0.0 0.0 0.0
H 1.674 -3.457 -3.561 0.0 0.0 0.0
H 0.513 -5.626 -3.914 0.0 0.0 0.0
H -0.910 -6.591 -2.157 0.0 0.0 0.0
H -1.223 -5.395 0.011 0.0 0.0 0.0
H -3.770 4.682 -1.728 0.0 0.0 0.0
H -4.797 6.318 -0.143 0.0 0.0 0.0
H -4.470 6.068 2.284 0.0 0.0 0.0
H -3.127 4.181 3.194 0.0 0.0 0.0
H -2.534 0.970 5.421 0.0 0.0 0.0
H -2.972 -0.831 7.075 0.0 0.0 0.0
H -2.522 -3.192 6.519 0.0 0.0 0.0
H -1.616 -3.811 4.292 0.0 0.0 0.0
H 1.449 -1.027 -5.221 0.0 0.0 0.0
Br 2.040 -0.550 3.044 -0.1 0.1 0.0
C 2.018 1.144 2.213 0.0 -0.1 0.0
C 2.876 2.085 2.772 0.0 0.0 0.1
C 2.987 3.340 2.220 -0.1 -0.1 0.0
C 2.214 3.606 1.095 0.0 0.1 0.0
C 1.390 2.633 0.596 -0.1 0.0 0.0
N 1.254 1.377 1.127 0.6 0.8 0.5
H 3.454 1.793 3.637 0.0 0.0 0.0
H 3.655 4.078 2.642 0.0 0.0 0.0
H 2.243 4.563 0.591 0.0 0.0 0.0
H 0.792 2.820 -0.285 0.0 0.0 0.0
C 1.373 -0.475 -1.554 -0.4 -0.6 0.0
C 3.572 -0.955 -0.554 0.0 -0.1 0.0
C 4.158 -1.960 0.208 0.0 0.0 0.0
C 5.183 -1.651 1.086 0.0 0.0 0.0
C 5.637 -0.342 1.209 0.0 0.0 0.0
C 5.049 0.655 0.442 0.0 0.0 0.0
C 4.016 0.354 -0.434 0.0 0.0 0.0
H 3.787 -2.974 0.117 0.0 0.0 0.0
H 5.624 -2.435 1.689 0.0 0.0 0.0
H 6.435 -0.103 1.900 0.0 0.0 0.0
H 5.383 1.681 0.537 0.0 0.0 0.0
H 3.533 1.126 -1.021 0.0 0.0 0.0
```
Forces are in eV/Å.

Results
- Charge: -1
- Kohn-Sham gap (alpha / beta): 4.91 / 4.84 eV
- M: 855.591 g/mol

Record 3
This record from the Open Molecules 2025 dataset describes one molecule with the formula C5H7NO in a non-equilibrium geometry. The level of theory is ωB97M-V with the def2-TZVPD basis set.

The geometry in XYZ format:
```
14
Properties=species:S:1:pos:R:3:forces:R:3
C 1.869 -0.665 0.728 0.0 0.1 0.0
C 0.649 -0.161 0.004 -0.1 0.1 -0.3
C 0.487 -0.084 -1.315 0.2 -0.1 0.1
O -0.786 0.266 -1.730 -0.2 -0.1 -0.1
C -1.588 0.354 -0.617 -0.3 0.2 0.0
N -2.800 0.685 -0.715 0.3 -0.4 0.0
C -0.670 0.304 0.582 -0.1 0.2 0.1
H 2.249 0.046 1.470 -0.1 0.0 -0.1
H 2.680 -0.868 0.019 -0.2 0.1 0.1
H 1.673 -1.608 1.258 -0.1 0.2 -0.1
H 1.191 -0.234 -2.125 -0.1 -0.1 0.1
H -0.723 1.392 0.724 0.9 0.0 0.8
H -3.203 0.755 0.221 0.0 -0.1 -0.2
H -1.028 -0.182 1.495 -0.1 -0.1 -0.4
```
Forces are in eV/Å.

Results
- Kohn-Sham gap: 9.49 eV
- M: 97.117 g/mol

Record 4
This record from the Open Molecules 2025 dataset describes C12H27AsCuN2OS3 as an isolated structure. The level of theory is ωB97M-V with the def2-TZVPD basis set.

The geometry in XYZ format:
```
47
Properties=species:S:1:pos:R:3:forces:R:3
Cu -0.746 -0.351 0.252 0.5 -0.7 0.0
C 0.424 -4.003 -2.213 0.0 0.0 -0.1
C -0.052 -3.001 -1.181 -0.1 0.1 0.0
S 0.294 -1.313 -1.595 -0.1 0.1 0.2
C -0.658 -3.388 -0.042 0.0 0.2 0.0
C -0.902 -4.841 0.272 0.0 0.0 0.1
S -1.234 -2.290 1.222 0.0 -0.3 0.1
H 0.980 -3.491 -2.996 0.0 0.0 0.0
H -0.411 -4.525 -2.691 0.0 0.0 0.0
H 1.080 -4.764 -1.782 0.0 0.0 0.0
H -0.661 -5.505 -0.556 0.0 -0.1 -0.1
H -1.949 -4.996 0.541 0.0 0.0 0.0
H -0.312 -5.151 1.140 0.0 0.0 0.0
C 3.682 -3.395 1.166 0.0 0.0 0.0
C 2.526 -2.444 0.897 0.0 0.0 -0.1
N 2.947 -1.051 0.781 0.1 0.1 -0.1
C 2.535 -0.012 1.526 0.0 0.4 0.0
S 2.548 1.563 0.884 0.1 -0.1 0.0
N 2.124 -0.171 2.800 -0.2 0.1 0.0
C 2.467 -1.188 3.776 0.1 0.0 0.0
C 1.263 -1.932 4.339 0.0 0.0 -0.1
H 3.312 -4.419 1.208 0.0 -0.1 0.0
H 4.200 -3.180 2.102 0.0 0.0 0.0
H 4.419 -3.335 0.365 0.0 0.0 0.0
H 1.732 -2.524 1.632 -0.1 0.0 0.1
H 2.052 -2.698 -0.052 0.0 0.0 0.1
H 3.102 -0.750 -0.173 0.0 0.0 0.1
H 1.731 0.687 3.161 0.1 -0.1 0.0
H 3.001 -0.682 4.591 0.0 -0.1 0.0
H 3.183 -1.872 3.327 -0.1 0.0 0.0
H 0.675 -1.282 4.988 0.0 0.1 0.0
H 1.599 -2.783 4.932 0.0 0.0 0.1
H 0.594 -2.279 3.548 0.1 0.0 -0.1
C -2.639 0.488 -2.121 0.1 -0.2 0.0
As -1.455 1.691 -1.180 -0.4 0.6 0.1
C -2.412 3.374 -1.409 0.1 0.0 0.0
C 0.200 2.030 -2.089 0.2 -0.1 0.1
O -1.350 1.508 0.486 -0.1 0.2 -0.4
H -3.293 1.070 -2.770 0.0 0.0 0.0
H -3.215 -0.033 -1.353 0.0 0.0 -0.1
H -2.048 -0.245 -2.672 -0.1 0.1 0.1
H -2.505 3.610 -2.471 0.0 0.0 0.0
H -1.866 4.169 -0.900 0.0 0.0 0.0
H -3.403 3.276 -0.965 0.1 0.0 0.0
H 0.024 2.765 -2.874 0.0 0.0 0.0
H 0.614 1.107 -2.497 -0.1 0.1 0.0
H 0.882 2.417 -1.327 0.0 0.0 -0.1
```
Forces are in eV/Å.

Results
- Charge: -1
- Kohn-Sham gap: 5.84 eV
- M: 450.030 g/mol

Record 5
This record from the Open Molecules 2025 dataset describes a 3-piece molecular cluster, C41H81BrClN2O9P2 overall in a non-equilibrium geometry. The level of theory is ωB97M-V with the def2-TZVPD basis set.

The geometry in XYZ format:
```
137
Properties=species:S:1:pos:R:3:forces:R:3
C 7.293 -3.397 -0.184 0.2 0.3 0.2
C 8.187 -2.371 -1.139 0.1 -1.2 -0.3
C 7.230 -1.519 -2.165 -0.3 0.3 0.8
C 6.144 -0.620 -1.288 0.5 0.3 -0.5
C 6.197 0.987 -1.697 -1.0 -0.2 -0.1
C 5.379 1.285 -3.097 1.0 -0.2 0.7
C 5.331 2.918 -3.381 0.0 -1.0 -0.7
C 3.787 3.433 -3.611 0.1 0.4 0.5
C 3.437 4.726 -2.663 0.0 0.3 -0.5
C 2.297 5.708 -3.389 0.2 -0.2 1.0
C 0.763 5.328 -2.844 0.9 0.4 -0.2
C 0.314 6.414 -1.691 -0.7 -0.5 0.3
C -1.327 6.624 -1.629 0.7 0.5 0.9
C -1.836 6.515 -0.061 -1.5 0.4 -0.6
C -3.501 6.580 -0.034 0.9 0.1 -0.4
C -4.133 5.233 -0.730 -0.8 0.2 0.9
C -5.776 5.260 -0.518 0.5 -0.7 -1.1
C -6.397 4.016 -1.394 -0.8 -0.2 -0.1
C -6.903 2.773 -0.423 0.4 0.0 -0.2
C -7.498 1.613 -1.424 1.0 3.4 -1.1
N -7.531 0.215 -0.807 -0.9 0.2 0.4
C -8.123 0.262 0.618 -0.6 -1.3 2.5
Cl -9.779 1.167 0.659 2.2 -0.8 -0.2
C -8.465 -1.263 1.201 0.5 1.3 0.3
O -9.481 -1.895 0.345 3.2 0.6 -1.2
C -8.902 -2.056 -1.027 -2.1 0.5 -0.1
Br -7.531 -3.519 -1.129 -0.7 1.1 0.2
C -8.407 -0.638 -1.695 -1.7 -1.4 -2.4
C -7.749 -0.906 -3.213 -0.1 -0.2 -0.6
C -8.816 -1.247 -4.356 3.3 0.1 -1.3
C -8.309 -1.491 -5.885 3.9 1.3 4.4
C -6.691 -1.324 -5.974 -2.5 0.1 2.9
C -5.853 -1.014 -4.643 -0.5 -0.1 -0.5
N -6.268 -0.788 -3.230 -4.9 -1.5 -6.2
H 7.980 -4.100 0.485 -1.4 1.5 -1.7
H 6.647 -2.764 0.576 1.1 -1.4 -1.7
H 6.594 -4.072 -0.873 1.5 1.5 1.6
H 8.865 -1.669 -0.471 -1.5 -1.3 -1.4
H 8.914 -3.083 -1.761 -1.5 1.7 1.2
H 6.606 -2.245 -2.855 1.5 1.4 1.3
H 7.866 -0.783 -2.827 -1.2 -1.6 1.2
H 6.410 -0.679 -0.147 -0.6 -0.1 -2.2
H 5.082 -1.109 -1.496 2.1 1.4 0.7
H 7.315 1.380 -1.810 -2.4 -0.9 0.4
H 5.631 1.608 -0.853 1.4 -1.2 -1.7
H 5.984 0.732 -3.957 -1.6 1.1 1.7
H 4.298 0.813 -2.969 2.3 1.0 -0.5
H 5.898 3.472 -2.499 -1.4 -1.0 -1.9
H 5.932 3.092 -4.384 -1.1 -0.1 2.2
H 3.043 2.551 -3.373 1.4 1.8 -0.5
H 3.615 3.762 -4.725 0.4 -0.7 2.1
H 3.068 4.370 -1.600 0.7 0.7 -2.1
H 4.431 5.338 -2.486 -2.0 -1.2 -0.4
H 2.391 5.612 -4.554 -0.2 0.2 2.3
H 2.546 6.814 -3.059 -0.6 -2.2 -0.9
H -0.023 5.275 -3.741 1.7 0.3 2.0
H 0.863 4.255 -2.366 -0.5 2.1 -0.9
H 0.663 5.998 -0.642 -0.6 0.9 -2.1
H 0.789 7.478 -1.811 -0.7 -2.2 0.0
H -1.534 7.741 -1.975 0.1 -2.5 0.5
H -1.880 5.856 -2.322 1.1 1.6 1.4
H -1.464 7.471 0.520 -0.4 -2.2 -1.0
H -1.533 5.502 0.446 -0.2 2.1 -1.0
H -3.902 6.758 1.071 0.8 -0.7 -2.3
H -3.796 7.543 -0.646 0.4 -2.0 1.1
H -3.892 5.135 -1.883 -0.5 0.5 2.4
H -3.714 4.242 -0.212 -0.8 2.2 -1.0
H -6.188 6.292 -0.926 0.8 -2.2 1.0
H -6.078 5.081 0.598 0.7 0.6 -2.0
H -5.591 3.609 -2.165 -1.6 0.8 1.7
H -7.335 4.361 -2.045 2.0 -0.7 1.4
H -5.980 2.378 0.197 -1.7 0.7 -1.3
H -7.718 3.122 0.366 1.7 -0.7 -1.8
H -6.825 1.658 -2.410 -1.4 -0.8 2.4
H -8.567 1.993 -1.773 2.1 -1.4 1.0
H -6.568 -0.205 -0.676 -1.0 0.6 -0.7
H -7.350 0.714 1.403 -1.7 -0.4 -2.1
H -7.452 -1.843 1.285 -1.9 0.7 -0.5
H -8.849 -1.099 2.312 0.4 -0.5 -2.6
H -9.821 -2.426 -1.693 2.2 0.8 1.6
H -9.401 -0.016 -1.914 2.2 -1.3 0.9
H -9.963 -1.320 -4.105 2.6 0.2 -0.4
H -8.980 -1.744 -6.810 1.4 0.6 2.1
H -6.144 -1.440 -7.011 -1.1 0.3 2.5
H -4.669 -0.949 -4.798 -3.0 -0.1 0.4
O -5.488 2.793 3.357 4.1 -0.4 -2.3
P -4.387 2.915 4.440 -6.5 1.4 7.4
O -5.040 1.726 5.384 0.4 -0.8 -0.7
C -4.915 0.384 4.946 0.0 -0.4 0.3
C -3.471 -0.080 4.966 0.1 -0.1 0.1
O -5.112 4.239 5.141 1.2 0.1 -0.8
C -5.645 5.254 4.299 -0.6 0.2 -0.2
C -7.161 5.141 4.262 -0.2 0.1 0.1
O -3.158 3.051 5.649 1.5 -0.7 -4.1
C -3.376 3.494 6.986 0.0 0.6 1.2
C -3.978 2.444 7.902 -0.6 -0.2 -0.2
H -5.346 0.273 3.947 0.0 0.0 -0.1
H -5.505 -0.236 5.630 0.0 0.2 0.0
H -2.870 0.485 4.247 0.1 0.0 -0.1
H -3.403 -1.142 4.712 0.0 0.1 0.0
H -3.023 0.074 5.951 -0.1 0.0 -0.2
H -5.215 5.199 3.292 -0.1 0.0 0.1
H -5.359 6.224 4.716 0.1 -0.2 0.1
H -7.490 4.122 4.053 0.2 0.0 -0.1
H -7.583 5.808 3.506 0.0 0.0 0.1
H -7.583 5.408 5.237 0.1 0.0 -0.2
H -3.944 4.426 7.029 0.0 -0.3 -0.2
H -2.382 3.741 7.376 0.1 -0.1 -0.4
H -5.046 2.307 7.705 0.2 0.0 0.0
H -3.884 2.751 8.949 0.2 0.1 -0.2
H -3.484 1.476 7.778 0.0 0.1 0.1
O 8.903 -6.758 0.500 4.3 2.1 0.4
P 9.984 -7.853 0.672 -6.7 -7.0 -0.3
O 9.503 -8.685 -0.672 0.5 0.6 -0.5
C 9.804 -8.131 -1.942 0.0 -0.1 -0.5
C 11.296 -8.117 -2.208 0.1 -0.1 -0.1
O 9.094 -8.665 1.820 1.2 0.6 0.5
C 8.424 -7.913 2.825 -0.6 0.2 0.1
C 6.937 -7.859 2.514 -0.2 -0.1 0.1
O 11.192 -9.076 0.865 1.5 3.8 0.0
C 10.927 -10.446 1.155 0.0 -1.1 0.5
C 10.477 -11.263 -0.044 -0.6 0.2 -0.2
H 9.384 -7.124 -2.021 0.0 0.0 0.0
H 9.306 -8.755 -2.692 0.0 0.0 0.2
H 11.812 -7.454 -1.506 0.0 0.1 0.0
H 11.504 -7.771 -3.225 0.0 0.0 0.1
H 11.727 -9.114 -2.083 -0.1 0.1 0.0
H 8.851 -6.908 2.917 -0.2 -0.2 -0.1
H 8.581 -8.416 3.784 0.1 -0.1 -0.1
H 6.746 -7.558 1.482 0.2 0.2 0.1
H 6.424 -7.162 3.182 0.0 -0.1 0.0
H 6.489 -8.851 2.635 0.1 0.1 0.1
H 10.239 -10.568 1.995 0.0 0.3 -0.2
H 11.881 -10.862 1.497 0.1 0.4 -0.1
H 9.435 -11.048 -0.304 0.2 0.0 0.0
H 10.536 -12.332 0.180 0.2 0.1 0.1
H 11.095 -11.056 -0.921 0.0 -0.1 0.1
```
Forces are in eV/Å.

Results
- Charge: +1
- Kohn-Sham gap: 6.31 eV
- M: 923.409 g/mol